Record 1
C56H68GaI2NP | ωB97M-V/def2-TZVPD

Structure (XYZ):
```
129
Properties=species:S:1:pos:R:3:forces:R:3:mulliken_charge:R:1
C -0.56209 4.39261 -6.49765 -0.06 0.00 0.01 -1.270
C -1.37265 4.24945 -5.21083 -0.02 -0.01 0.13 -0.455
C -2.23904 2.97859 -5.13408 0.00 0.04 -0.04 -0.856
C -1.69178 1.83941 -4.24697 0.07 -0.05 -0.03 0.778
C -0.18267 1.55084 -4.41639 0.03 -0.02 -0.05 -0.966
Ga -2.29146 2.11508 -2.33643 -0.04 0.04 -0.03 -0.258
P -0.55353 2.26444 -0.68147 -0.07 0.06 0.10 0.274
N -0.84404 3.14473 0.62560 -0.06 0.00 -0.09 -0.681
C -3.28486 0.41739 -1.67732 -0.04 -0.17 0.10 -1.053
I -1.95177 -1.24490 -2.05144 0.09 -0.03 -0.03 -0.028
C -4.63331 0.12895 -2.26935 0.08 -0.01 -0.03 -0.213
C -5.55523 1.33352 -2.34003 0.01 -0.01 0.07 -1.147
I -5.70746 -1.44543 -1.13490 -0.02 -0.11 -0.07 -0.098
H 0.01191 5.32225 -6.50325 0.01 -0.01 -0.01 0.350
H -1.23024 4.40602 -7.36265 0.01 0.02 -0.01 0.329
H 0.13500 3.56700 -6.64372 0.00 0.01 0.01 0.295
H -2.01839 5.12769 -5.12330 0.03 0.00 0.02 0.396
H -0.70755 4.28187 -4.34213 0.02 0.02 -0.02 0.197
H -2.43036 2.62777 -6.15851 0.10 -0.02 -0.01 0.464
H -3.21507 3.27611 -4.73902 -0.05 -0.08 -0.07 0.196
H -2.21407 0.92600 -4.55594 -0.09 0.04 0.04 0.400
H 0.40298 1.73905 -3.51384 -0.01 0.03 -0.01 0.215
H 0.27503 2.15269 -5.20344 -0.01 -0.02 -0.03 0.116
H -0.00624 0.50530 -4.68059 -0.02 0.00 0.03 0.250
H -3.20640 3.40298 -2.15009 0.00 0.04 0.04 -0.379
H -0.18877 0.92894 -0.33761 0.07 -0.02 -0.07 -0.058
H 0.67186 2.57814 -1.33662 0.01 0.01 -0.04 -0.039
H -0.15937 3.86897 0.79382 0.07 -0.01 0.07 0.165
H -3.32040 0.41785 -0.58849 -0.10 0.17 0.00 0.776
H -4.54983 -0.35149 -3.24264 0.02 0.08 0.00 0.448
H -5.68956 1.79182 -1.35901 0.02 -0.02 0.00 0.300
H -6.53159 1.05408 -2.73515 0.02 0.00 0.01 0.448
H -5.10223 2.08402 -2.98981 -0.02 0.02 -0.02 0.191
C -3.06576 -4.63310 -4.01190 0.00 -0.04 0.01 -0.280
C -3.92437 -4.76200 -5.09527 0.02 0.02 -0.01 -0.555
C -4.02295 -5.97272 -5.76760 0.01 0.00 -0.01 -0.412
C -3.26552 -7.06104 -5.35486 0.00 0.01 0.00 -0.335
C -2.41257 -6.93573 -4.26639 0.00 -0.02 0.01 -0.666
C -2.31253 -5.72336 -3.59765 0.02 0.01 0.01 0.134
H -2.98331 -3.68942 -3.48728 -0.05 -0.01 -0.02 0.305
H -4.51608 -3.91350 -5.41489 0.00 0.00 0.00 0.383
H -4.69113 -6.06879 -6.61443 0.00 0.00 0.00 0.355
H -3.34160 -8.00573 -5.87940 -0.01 0.00 0.00 0.382
H -1.82497 -7.78360 -3.93489 -0.01 -0.01 0.01 0.493
H -1.65170 -5.63058 -2.74477 -0.01 -0.01 0.00 0.186
C 0.09948 -0.27014 3.84486 -0.01 0.01 0.00 -0.473
C 0.15240 0.71980 2.87309 0.00 0.00 0.00 -0.598
C 1.33172 0.92941 2.17044 0.02 0.10 0.05 -0.272
C 2.45409 0.16159 2.44142 0.04 -0.06 -0.05 -0.539
C 2.40156 -0.82742 3.41662 -0.03 -0.01 -0.01 -0.325
C 1.22237 -1.04383 4.11701 0.02 0.02 0.01 -0.488
H -0.81989 -0.44331 4.39068 0.00 0.00 0.00 0.413
H -0.70374 1.33986 2.63352 0.00 0.00 0.00 0.640
H 1.34893 1.71194 1.42252 0.02 -0.03 -0.02 0.390
H 3.37193 0.33047 1.89100 -0.01 -0.02 -0.01 0.372
H 3.27834 -1.42662 3.63211 -0.01 -0.02 -0.02 0.403
H 1.17684 -1.81692 4.87442 0.00 0.00 0.00 0.410
C 3.45845 2.37133 5.00351 -0.06 -0.01 0.01 0.063
C 4.13755 2.26175 6.20868 0.03 0.02 -0.01 -0.537
C 4.94628 3.30234 6.64851 -0.01 0.00 0.00 -0.248
C 5.06931 4.45494 5.88480 0.06 -0.04 -0.01 -0.661
C 4.38877 4.56583 4.67905 0.02 -0.01 -0.03 -0.481
C 3.58631 3.52311 4.23800 -0.02 -0.01 -0.02 -0.575
H 2.82551 1.56614 4.65402 0.00 0.00 0.03 0.208
H 4.03767 1.36253 6.80364 -0.01 0.00 0.01 0.409
H 5.47823 3.21642 7.58798 0.00 0.00 0.00 0.376
H 5.69498 5.26975 6.22856 0.01 -0.01 0.00 0.421
H 4.48040 5.46847 4.08744 0.01 0.00 0.00 0.487
H 3.05060 3.60191 3.29961 -0.01 0.00 0.01 0.572
C -1.23150 -6.25754 1.95415 0.00 0.00 0.00 -0.323
C -1.75944 -5.25320 1.15456 0.00 0.00 -0.01 -0.689
C -1.11519 -4.89051 -0.02018 0.00 -0.02 -0.01 -0.168
C 0.05801 -5.53228 -0.39244 0.01 0.00 0.00 -0.428
C 0.58631 -6.53795 0.40585 0.00 0.00 0.00 -0.460
C -0.05926 -6.90089 1.57996 0.00 0.00 0.00 -0.360
H -1.73351 -6.53810 2.87167 0.00 0.00 0.00 0.361
H -2.67165 -4.74741 1.44373 0.00 0.00 0.00 0.417
H -1.53023 -4.10730 -0.64093 0.00 0.06 0.01 0.405
H 0.56713 -5.24238 -1.30384 0.00 0.01 0.00 0.492
H 1.50275 -7.03585 0.11447 0.00 0.00 0.00 0.366
H 0.35303 -7.68315 2.20512 0.00 0.00 0.00 0.359
C 7.99051 -0.22342 -0.16746 0.00 0.00 0.00 -0.411
C 7.39409 -0.78621 0.95265 0.00 0.00 0.00 -0.367
C 6.43906 -0.07148 1.66244 0.00 0.00 0.00 -0.422
C 6.08059 1.20474 1.25144 -0.03 0.04 0.04 -0.136
C 6.67541 1.76741 0.13082 0.00 -0.02 0.00 -0.569
C 7.63122 1.05298 -0.57840 0.00 0.00 0.00 -0.314
H 8.73302 -0.78194 -0.72342 0.00 0.00 0.00 0.349
H 7.67073 -1.78360 1.27025 0.00 0.00 0.00 0.362
H 5.97018 -0.50764 2.53573 0.00 0.00 0.00 0.379
H 5.33581 1.76094 1.80766 0.01 0.01 0.00 0.439
H 6.38882 2.75989 -0.19235 0.00 0.00 0.00 0.367
H 8.09294 1.48944 -1.45503 0.00 0.00 0.00 0.354
C 1.97945 9.26842 7.33087 0.00 0.00 -0.01 -0.334
C 1.14483 9.33417 6.22325 0.00 0.00 0.00 -0.381
C 1.11292 8.28477 5.31476 0.00 0.00 0.00 -0.478
C 1.91706 7.17073 5.51281 0.00 -0.02 0.00 -0.315
C 2.75297 7.10431 6.61919 -0.06 0.03 0.03 -0.164
C 2.78180 8.15290 7.52889 0.02 0.01 -0.01 -0.556
H 2.00254 10.08602 8.04057 0.00 0.00 0.00 0.353
H 0.51626 10.20223 6.06928 0.00 0.00 0.00 0.351
H 0.45879 8.33230 4.45357 0.00 0.00 0.00 0.375
H 1.88986 6.34747 4.80999 0.00 0.00 0.00 0.417
H 3.37190 6.23029 6.76976 -0.02 0.01 0.02 0.366
H 3.43136 8.10035 8.39395 -0.01 0.00 0.00 0.359
C 3.68938 -7.07798 -6.17596 0.00 0.00 0.00 -0.377
C 3.06832 -6.42119 -5.12224 0.00 0.00 0.00 -0.435
C 1.69213 -6.51044 -4.96434 -0.01 0.01 0.01 -0.379
C 0.93683 -7.25664 -5.85826 -0.01 0.01 -0.02 -0.088
C 1.55789 -7.91131 -6.91313 0.02 -0.01 0.02 -0.508
C 2.93422 -7.82250 -7.07197 0.00 0.00 0.00 -0.344
H 4.76249 -7.00610 -6.30101 0.00 0.00 0.00 0.348
H 3.65572 -5.83544 -4.42669 0.00 0.00 0.00 0.372
H 1.20245 -5.99160 -4.14969 0.00 0.00 0.00 0.428
H -0.13647 -7.31460 -5.73444 0.00 0.01 -0.02 0.253
H 0.96774 -8.49007 -7.61260 0.00 0.00 0.00 0.359
H 3.41878 -8.33128 -7.89594 0.00 0.00 0.00 0.354
C -6.01721 1.22235 3.00605 0.00 0.00 -0.01 -0.514
C -6.34741 1.63458 4.28990 0.00 0.00 0.00 -0.414
C -7.58007 1.29704 4.83274 0.00 0.00 0.00 -0.401
C -8.48277 0.54705 4.09084 0.00 0.00 0.00 -0.293
C -8.15159 0.13551 2.80682 0.00 -0.01 -0.01 -0.527
C -6.91924 0.47180 2.26319 0.02 0.05 0.02 0.104
H -5.05748 1.48749 2.58037 0.00 0.00 0.00 0.472
H -5.64290 2.22067 4.86653 0.00 0.00 0.00 0.366
H -7.83758 1.61970 5.83404 0.00 0.00 0.00 0.343
H -9.44442 0.28364 4.51391 0.00 0.00 0.00 0.344
H -8.85330 -0.45027 2.22596 0.00 0.00 0.00 0.363
H -6.65652 0.14960 1.26367 -0.02 -0.01 0.03 0.138
```
Positions in Å, forces in eV/Å.

Results
gap between HOMO and LUMO: 6.796 eV
LUMO energy: 2.16 eV
energy above the lowest of the compared OMol25 structures with the same formula, charge and spin: 0.00 kJ/mol
total charge: -1
DFT total energy: -138531.844 eV

Record 2
C56H70ClF3NO5PS3Sr | ωB97M-V/def2-TZVPD

Structure (XYZ):
```
141
Properties=species:S:1:pos:R:3:forces:R:3:mulliken_charge:R:1
Sr 1.12043 -0.10148 -1.39801 -0.39 -2.50 5.25 0.781
C 5.05643 -1.46432 0.68843 -0.05 -0.05 -0.01 0.446
C 4.72487 -0.36979 -0.10832 -0.10 0.02 0.24 0.074
C 4.23501 -0.84723 -1.36226 0.39 0.26 -0.46 2.326
C 4.30915 -2.27172 -1.32061 -0.06 -0.20 0.28 0.413
C 4.80094 -2.65034 -0.06484 -0.08 0.01 -0.07 0.831
C 5.01217 -4.06911 0.39746 -0.05 0.07 -0.03 -1.761
C 4.10166 -3.18330 -2.50471 0.08 0.13 0.02 -1.639
C 4.65274 -0.14098 -2.64128 -0.01 -0.01 -0.04 -2.168
C 4.93345 1.06925 0.27601 0.07 -0.01 -0.19 -1.475
C 5.54589 -1.36491 2.11082 -0.11 0.01 -0.04 -1.794
H 5.53694 -4.10370 1.35722 -0.02 0.01 -0.05 0.417
H 5.61531 -4.64086 -0.31941 -0.03 0.03 0.04 0.401
H 4.07201 -4.62133 0.52604 0.02 0.04 0.00 0.175
H 5.05619 -3.44645 -2.99026 -0.07 0.05 0.04 0.315
H 3.46861 -2.72163 -3.27061 0.04 -0.03 0.11 0.086
H 3.62200 -4.12439 -2.22942 -0.01 -0.03 0.05 0.424
H 5.71748 -0.34629 -2.84967 -0.05 0.03 0.09 0.432
H 4.55095 0.94710 -2.59638 -0.09 -0.07 -0.03 0.346
H 4.12202 -0.48996 -3.52801 -0.07 0.05 0.01 0.380
H 5.99199 1.30488 0.46558 -0.07 -0.01 -0.02 0.373
H 4.38797 1.32827 1.18722 -0.09 0.07 0.15 0.047
H 4.59049 1.74577 -0.51907 0.02 -0.08 0.10 0.187
H 5.57002 -2.34133 2.60608 0.00 0.07 -0.04 0.354
H 4.89881 -0.71294 2.71836 0.07 -0.09 -0.08 0.167
H 6.56147 -0.94676 2.17430 -0.08 -0.03 -0.01 0.428
O 0.08389 1.93659 -0.76258 0.06 1.24 -0.44 1.154
S 0.09092 3.08656 -1.76738 -0.27 -0.09 0.55 0.210
C 1.48875 4.18532 -1.37030 0.15 -0.23 0.23 -0.604
C 1.33251 5.14651 -0.19548 0.05 -0.01 0.04 -1.278
C 1.10390 4.51296 1.18606 0.21 -0.15 -0.24 0.648
C 2.40644 4.20339 1.91467 -0.04 0.11 -0.16 -0.784
S 2.24028 2.88195 3.12778 -0.06 -0.71 -0.05 -0.047
O 1.54682 1.76536 2.42027 0.27 0.34 0.17 -0.383
C 1.02244 3.65501 4.18758 0.09 0.02 -0.10 0.862
C -0.32448 3.48337 3.93456 -0.46 -0.03 0.03 0.417
C -1.25567 4.07558 4.78318 0.06 -0.15 -0.23 -0.807
C -0.82966 4.82412 5.87032 -0.08 0.05 0.07 -0.613
C 0.52409 4.97714 6.12391 0.30 -0.09 -0.13 -0.559
C 1.45931 4.38023 5.27862 -0.01 0.32 0.39 -0.697
C -1.22431 4.14972 -1.24339 -0.43 -0.17 0.05 0.696
C -1.49960 5.30778 -1.96106 -0.09 0.03 0.05 -0.445
C -2.59568 6.07561 -1.59588 0.01 -0.05 0.12 -0.781
C -3.41332 5.66804 -0.54261 0.04 -0.09 -0.03 -0.651
C -3.13899 4.49253 0.14554 0.03 0.04 -0.07 -0.989
C -2.03245 3.72114 -0.20135 -0.15 0.03 0.08 0.270
H 1.66438 4.73022 -2.30235 0.04 -0.02 0.05 0.602
H 2.31752 3.47977 -1.24395 -0.03 0.09 -0.04 0.133
H 0.50247 5.81823 -0.40141 -0.01 0.08 -0.07 0.296
H 2.23590 5.76460 -0.17644 0.01 0.07 0.04 0.573
H 0.54419 3.58249 1.07529 -0.03 -0.05 -0.03 -0.671
H 0.49886 5.18604 1.78787 -0.06 0.06 0.10 0.495
H 2.81777 5.06767 2.44593 0.03 -0.02 -0.10 0.484
H 3.16955 3.80644 1.23589 -0.03 0.06 0.02 0.440
H -0.64229 2.87627 3.09255 0.04 0.09 0.07 -0.266
H -2.31362 3.94630 4.58706 0.05 -0.01 0.01 0.479
H -1.55794 5.28031 6.53108 0.03 -0.02 -0.03 0.390
H 0.85725 5.54733 6.98248 0.00 -0.01 -0.02 0.372
H 2.52468 4.47449 5.47586 -0.11 -0.01 0.00 0.436
H -0.86757 5.61060 -2.79184 -0.06 -0.06 0.03 0.489
H -2.82403 6.98038 -2.14406 -0.01 0.01 -0.01 0.392
H -4.29052 6.25079 -0.28319 0.06 -0.04 -0.03 0.384
H -3.80162 4.14955 0.93235 0.03 0.01 -0.09 0.505
H -1.82768 2.77506 0.29139 -0.03 0.14 -0.13 -0.274
C -1.27064 -0.24753 4.29475 -0.01 0.07 -0.01 -1.932
C -1.17933 0.06719 2.79518 -0.09 0.07 0.02 2.947
C -2.54272 0.50890 2.25495 0.08 0.01 0.01 -1.028
P -0.31145 -1.11317 1.61826 -0.07 0.41 0.07 1.095
C 0.94892 -1.90508 2.74012 0.10 -0.07 -0.05 0.548
C 2.12146 -2.41024 1.89550 -0.14 -0.29 0.11 -1.172
C 0.44395 -3.04083 3.62834 0.07 -0.04 0.15 -1.835
C -1.47161 -2.44482 1.22897 -0.06 -0.07 -0.06 0.370
C -2.42562 -2.92959 2.12675 0.04 0.10 0.05 0.015
C -3.27961 -3.98648 1.85214 0.03 -0.04 -0.06 0.662
C -4.30075 -4.47336 2.85150 0.01 0.03 -0.01 -1.777
C -3.13949 -4.58154 0.59189 0.03 0.02 -0.04 -1.066
C -2.22187 -4.13498 -0.33397 0.03 0.03 0.08 -0.314
C -1.33930 -3.03548 -0.06820 -0.02 -0.06 -0.25 -1.432
N -0.43954 -2.58580 -0.96814 0.20 0.23 0.06 1.691
C -0.27988 -3.32134 -2.15396 -0.10 -0.05 -0.03 -0.925
C 0.57265 -4.43887 -2.20021 0.06 0.02 -0.04 0.839
C 1.24669 -4.89266 -0.93313 -0.04 -0.02 -0.05 -0.791
C 0.80763 -5.08201 -3.41253 -0.01 -0.02 0.05 -0.847
C 0.21040 -4.65903 -4.59792 0.02 -0.01 0.08 0.704
C 0.52730 -5.32778 -5.91285 0.01 0.02 0.02 -1.766
C -0.66607 -3.58471 -4.52998 -0.10 0.09 0.03 -1.118
C -0.93261 -2.92475 -3.33083 -0.08 0.04 -0.10 1.083
C -1.93089 -1.79939 -3.27090 0.08 -0.17 -0.04 -0.817
H -1.57513 0.66342 4.83139 0.00 -0.10 -0.05 0.447
H -0.31544 -0.56772 4.71955 -0.10 0.06 -0.06 0.363
H -2.01789 -1.01505 4.51685 0.06 0.04 -0.02 0.240
H -0.50385 0.92379 2.70411 0.00 -0.15 0.02 -2.248
H -3.27812 -0.29677 2.31956 0.01 0.04 -0.01 0.392
H -2.50143 0.81495 1.20505 -0.01 -0.07 0.04 -0.353
H -2.92571 1.35774 2.84106 0.03 -0.07 -0.02 0.513
H 1.30318 -1.07868 3.36991 0.02 0.01 -0.11 0.491
H 1.84746 -3.34613 1.39526 0.01 0.14 0.05 -0.029
H 2.99388 -2.61104 2.52327 0.00 -0.04 -0.01 0.586
H 2.43187 -1.71033 1.12592 0.11 0.18 -0.08 -0.270
H 0.01675 -3.83769 3.01446 0.04 0.03 0.04 0.228
H -0.32363 -2.72597 4.34087 0.07 -0.04 -0.10 0.359
H 1.28395 -3.46421 4.19962 -0.12 0.06 -0.07 0.472
H -2.49952 -2.46060 3.10555 0.03 -0.03 -0.09 -0.010
H -4.14021 -4.00506 3.82745 -0.01 -0.03 -0.07 0.369
H -4.24490 -5.55875 2.99354 0.00 0.06 -0.01 0.338
H -5.32794 -4.24158 2.54414 0.07 -0.01 0.01 0.302
H -3.77843 -5.42492 0.33102 0.03 0.06 0.00 0.291
H -2.15674 -4.62146 -1.30279 -0.02 0.02 0.09 0.485
H 1.94088 -4.12430 -0.58333 0.02 -0.01 -0.03 -0.444
H 1.80211 -5.82127 -1.09723 -0.02 0.07 0.01 0.427
H 0.51982 -5.05124 -0.12907 0.04 0.00 -0.09 0.374
H 1.48501 -5.93603 -3.43170 -0.04 0.08 0.01 0.267
H 0.62786 -6.40941 -5.79420 -0.01 0.01 0.00 0.392
H 1.46864 -4.95748 -6.33166 -0.03 0.00 0.02 0.267
H -0.25636 -5.13802 -6.65098 0.03 -0.01 0.05 0.395
H -1.16791 -3.24692 -5.43650 0.05 -0.02 0.08 0.277
H -2.27974 -1.52317 -4.26859 0.01 -0.01 0.04 0.460
H -1.52449 -0.91040 -2.79166 -0.01 -0.06 0.01 -0.464
H -2.79645 -2.06461 -2.66024 0.00 -0.03 -0.01 0.363
F -0.97177 1.08548 -3.90311 -0.27 0.29 0.11 -0.086
C 0.04578 1.17495 -4.74641 0.49 -0.33 0.08 0.542
F 0.20914 2.44051 -5.13485 -0.20 0.23 -0.02 -0.244
F -0.21568 0.42994 -5.81935 -0.23 0.09 -0.04 -0.247
S 1.60626 0.54229 -4.00759 0.56 0.40 -2.18 0.903
O 1.98494 1.45242 -2.91202 -0.19 0.17 -1.05 -0.578
O 2.45126 0.57078 -5.15633 0.40 -0.09 0.03 -0.686
O 1.20383 -0.76801 -3.49436 0.25 0.04 -1.91 -0.606
Cl -8.85793 3.30252 -1.18019 0.18 -0.09 -0.01 -0.335
C -7.25403 2.54390 -1.22501 0.03 -0.03 -0.01 0.152
C -6.25358 3.05318 -2.04925 0.22 -0.03 0.02 -0.774
C -4.99526 2.47798 -2.08015 -0.09 0.00 0.13 -0.070
C -4.63432 1.32566 -1.27446 0.12 -0.06 -0.01 1.072
C -3.37013 0.75416 -1.27464 -0.27 0.35 0.02 -0.781
C -5.73170 0.82767 -0.46296 0.02 0.14 -0.08 -0.670
C -6.97755 1.42029 -0.44261 0.13 -0.08 0.01 -0.520
H -6.47219 3.91350 -2.67606 0.05 -0.03 0.01 0.355
H -4.24159 2.89218 -2.74899 -0.08 -0.01 0.07 0.302
H -3.15206 -0.15548 -0.71908 -0.05 0.13 -0.09 0.196
H -2.56474 1.19559 -1.86280 -0.20 -0.13 -0.01 -0.474
H -5.54947 -0.04718 0.15687 -0.04 0.06 -0.05 0.330
H -7.76180 1.00801 0.18537 0.05 0.00 0.00 0.363
```
Positions in Å, forces in eV/Å.

Results
gap between HOMO and LUMO: 3.571 eV
LUMO energy: 3.11 eV
total charge: -2
DFT total energy: -134242.897 eV